# 1
This record from the Open Molecules 2025 dataset describes a structure of composition C20H43N2OP3Tb in a non-equilibrium geometry. The level of theory is ωB97M-V with the def2-TZVPD basis set.

Properties
- total charge = +3
- multiplicity = 7
- expectation value of S² = 12.158
- total energy (hartree) = -2819.9960

```
70
Properties=species:S:1:pos:R:3:forces:R:3
Tb -0.32744 -0.06822 1.20972 -0.341 2.009 -1.150
P 1.87266 1.15138 2.27542 1.250 0.858 1.867
P 1.49084 -0.54573 -0.90139 0.743 -0.194 -0.920
P -1.08173 2.00772 -0.39647 0.567 -0.853 0.200
O -2.35057 0.45870 -6.05897 -0.635 0.461 -0.318
N -0.25941 -0.19872 5.80756 0.933 0.701 -3.238
N -0.63092 -0.19826 3.33940 1.812 0.346 5.401
C 0.66075 -1.11471 6.46332 0.355 -0.526 0.654
C 0.56107 -0.73048 -2.48980 -0.020 0.010 0.173
C -2.38267 1.37188 -1.48968 0.023 0.386 -0.008
C -2.61036 -0.88095 -6.12869 -0.124 -0.606 0.033
C -0.78494 -2.43927 0.70548 1.034 -0.587 0.521
C -1.68935 -1.71764 -5.48242 -0.658 -0.196 -0.251
C -1.90549 -3.10093 -5.49354 -0.320 0.337 -0.175
C 2.87925 0.58261 -1.33347 -0.075 0.065 -0.012
C 0.22532 -2.43263 1.62269 -0.836 -1.637 -0.225
C 3.24855 -0.07129 2.45117 -0.103 0.136 -0.396
C 1.72637 1.68153 4.08018 -2.813 -2.564 -1.883
C -0.19714 -0.14495 4.47622 -4.252 -0.936 -0.727
C -3.74235 -1.40188 -6.79330 0.625 0.217 0.416
C 2.35478 -2.16774 -0.80058 -0.008 0.086 0.019
C 2.55476 2.72223 1.68278 0.173 -0.293 -0.355
C -3.02583 -3.63106 -6.14499 -0.040 0.179 0.007
C -1.80148 3.26609 0.68941 -0.023 0.038 -0.342
C -3.94143 -2.77931 -6.79265 0.392 -0.198 0.247
C -0.85538 0.97764 6.45918 -0.314 0.466 0.474
C 0.13692 2.87841 -1.42252 -0.423 0.009 0.130
H -0.27444 -1.44542 -2.34478 0.428 0.322 -0.293
H 1.60849 -2.97862 -0.67348 0.605 0.315 -0.286
H 0.14009 0.23712 -2.82566 0.303 -0.618 0.049
H -0.82490 -1.26888 -4.99367 -0.133 -0.092 -0.188
H 3.36289 2.93683 2.42144 -0.437 0.329 -0.945
H 2.50056 1.61709 -1.47651 0.432 -0.707 -0.009
H -4.81259 -3.20072 -7.29781 0.300 0.128 0.154
H 3.66345 -0.30836 1.44794 -0.034 0.091 0.807
H -1.00008 3.67305 1.35460 -0.785 -0.068 -0.584
H 3.99727 0.43046 3.09524 -0.131 -0.553 -0.415
H -3.19045 -4.70940 -6.15150 0.046 0.344 -0.028
H 1.46288 0.69141 4.51796 0.363 0.887 0.096
H 1.29718 -2.55229 1.41955 -0.587 -0.184 -0.359
H 2.92491 -2.29174 -1.74761 -0.276 -0.180 0.724
H 2.59004 1.92285 4.59589 1.818 1.275 0.557
H -1.91296 1.01026 6.17433 0.166 -0.010 0.319
H 3.03554 -2.16555 0.07780 -0.239 -0.122 -0.667
H 0.54526 -0.93524 7.54009 0.160 -0.412 -0.337
H 2.88713 -1.01215 2.92851 0.295 0.684 -0.247
H 3.32255 0.19541 -2.27855 -0.089 0.436 0.653
H -2.16093 4.00454 -0.06484 -0.101 0.044 1.138
H 0.83757 2.32970 4.13703 0.706 0.102 0.425
H -0.50336 3.67164 -1.85361 0.902 -0.018 -0.229
H 0.93987 3.27843 -0.76712 -0.541 -0.031 -0.596
H -1.82840 -2.20638 1.00183 0.424 -0.578 -0.001
H -1.18868 -3.74944 -4.99036 -0.201 0.015 -0.197
H -3.17400 0.88828 -0.87255 0.315 0.466 -0.610
H 2.91686 2.57975 0.64254 -0.045 0.607 0.719
H 0.35958 -2.12363 6.17522 0.073 -0.045 0.416
H 0.01262 -2.31451 2.69502 -0.165 -0.218 -0.553
H -3.05042 0.93428 -6.54679 0.522 -0.215 0.249
H 1.71657 -0.98438 6.18017 -0.318 0.293 0.119
H 1.26705 -1.12822 -3.24596 -0.507 0.223 0.257
H -2.62183 2.81252 1.29370 0.437 0.636 -0.481
H -0.39817 1.94623 6.17954 0.098 -0.639 0.133
H -0.61362 -2.52727 -0.37967 -0.042 -0.242 0.561
H 1.71815 3.46163 1.75141 0.910 -0.362 -0.137
H -0.72728 0.80844 7.53727 -0.275 0.240 -0.371
H -1.95852 0.63604 -2.21225 -0.470 0.685 0.374
H 0.55462 2.20038 -2.19418 -0.343 0.693 0.375
H 3.63005 0.57576 -0.51158 -0.386 0.015 -0.735
H -2.73411 2.30279 -1.98292 -0.386 -0.910 -0.170
H -4.44126 -0.71710 -7.28970 0.269 -0.341 0.172
```
Forces are in eV/Å.


# 2
This record from the Open Molecules 2025 dataset describes a structure of composition C20H43N2P3PrS in a non-equilibrium geometry. The level of theory is ωB97M-V with the def2-TZVPD basis set.

Properties
- total charge = +3
- multiplicity = 3
- expectation value of S² = 2.004
- relative energy (zero: lowest compared OMol25 entry of this formula, charge and spin) (kJ/mol) = 233.2

```
70
Properties=species:S:1:pos:R:3:forces:R:3
Pr -0.55145 -1.50094 -0.03480 -1.700 1.816 0.387
S 2.58821 -0.33020 -3.75021 0.295 -2.245 -3.165
P 3.86912 1.00999 -1.11036 0.868 -0.545 -0.174
P -0.70609 1.37170 0.82853 0.242 1.641 0.939
P -3.52084 -1.36471 -0.38768 -0.968 0.427 -0.026
N 0.50361 -1.20557 4.69617 -0.185 -0.257 -0.167
N 0.08258 -1.48571 2.26793 0.347 -0.204 1.856
C -2.10285 1.59405 2.00011 -0.171 -0.683 -0.050
C 1.49284 -2.60036 -0.44524 1.269 -0.174 -0.746
C -4.62319 -1.19325 1.05735 0.210 -0.011 0.737
C 0.62860 2.13873 1.86849 0.147 -0.571 -0.008
C 1.65550 -1.76093 5.44581 0.793 -0.522 -0.283
C 0.85397 -0.16518 -3.72563 -0.309 0.692 0.329
C -1.00041 1.35894 -3.94100 0.179 0.403 0.195
C 3.56897 0.21340 0.48872 0.153 0.035 0.714
C -1.01258 2.76256 -0.29878 -0.086 -0.301 -0.563
C 1.95892 -2.32183 -1.70302 1.869 -2.146 0.938
C -0.02483 -1.26727 -3.94087 0.298 0.155 0.718
C 3.19377 2.67078 -1.06912 -0.105 0.501 0.149
C 5.69817 1.16172 -1.22284 -0.136 0.009 -0.079
C -0.56419 -0.56717 5.50690 -1.110 0.513 -0.131
C -1.38954 -1.03623 -4.11299 -0.571 0.423 0.028
C -1.86263 0.29210 -4.17675 -0.431 -0.463 0.124
C 0.35542 1.14574 -3.68703 -0.469 -0.568 0.122
C 0.32139 -1.42036 3.43580 -0.525 0.558 -1.027
C -4.12719 -0.01261 -1.44970 0.721 0.172 -0.008
C -4.19867 -2.82010 -1.20962 0.444 -0.516 -0.245
H -5.02990 -0.34188 -1.95137 -0.220 0.041 0.013
H -0.77534 0.45871 5.15018 0.224 -0.519 0.117
H -2.92536 0.48725 -4.40233 0.709 -0.137 0.102
H 1.86206 -1.96666 0.38663 0.547 -0.919 -0.041
H -5.15103 -2.14677 1.20408 0.118 0.428 0.116
H 6.17805 0.70320 -0.33443 -0.091 0.412 -0.574
H -5.34864 -0.38130 0.89398 0.232 -0.364 0.063
H -2.02035 0.82791 2.78699 -0.259 0.300 -0.124
H -0.06111 3.09883 -0.71740 -0.145 -0.017 -0.100
H 0.20529 2.97980 2.44885 0.166 -0.406 -0.369
H 5.94642 2.23792 -1.32760 0.190 -0.744 0.102
H -2.05846 2.59689 2.45192 -0.002 -0.360 -0.228
H -1.50223 -1.15265 5.47581 0.542 0.179 -0.011
H 0.94282 -3.52830 -0.13911 -0.015 0.728 -0.621
H 1.67010 -2.85500 5.36302 -0.023 0.299 0.089
H 0.35637 -2.29408 -3.99110 -0.136 0.520 -0.238
H 1.03242 1.37992 2.56286 -0.015 0.475 -0.221
H -1.49803 3.59556 0.21938 0.119 -0.180 0.008
H -3.37280 0.22624 -2.19245 -0.061 0.130 -0.198
H 2.59041 -1.35279 5.04299 -0.239 -0.089 0.162
H 3.28380 0.34735 -2.80068 -0.835 0.725 1.163
H -2.10514 -1.87640 -4.20636 0.623 0.550 -0.242
H 3.50038 -0.87019 0.32311 0.213 0.285 0.238
H -3.38291 -3.47485 -1.50796 -0.161 -0.308 -0.200
H -4.03350 -0.97149 1.96089 -0.406 -0.042 -0.175
H 2.54651 2.77227 -1.94645 0.142 0.285 0.156
H 3.02536 -1.98027 -1.79153 -1.714 0.656 -0.025
H 1.55750 -1.47942 6.49687 -0.012 -0.035 -0.354
H -4.32710 0.87225 -0.85340 -0.046 0.133 0.028
H 2.60926 2.87933 -0.16859 0.268 0.127 -0.202
H 1.09121 1.93613 -3.51299 -0.588 -0.042 -0.249
H 4.41918 0.42457 1.16017 -0.525 -0.192 0.053
H -1.37529 2.38288 -3.95720 0.008 -0.258 -0.120
H 1.52337 -2.75684 -2.60798 0.461 -0.148 0.560
H -4.84412 -3.35234 -0.51771 -0.046 -0.167 -0.085
H -3.05221 1.47353 1.45851 0.162 0.028 0.317
H 1.42827 2.51443 1.20921 -0.355 -0.223 0.500
H -0.23137 -0.50575 6.54727 0.011 -0.063 -0.393
H -4.75854 -2.52768 -2.09339 -0.061 -0.092 -0.053
H 5.98600 0.60784 -2.13888 0.192 0.448 0.597
H 2.62949 0.58043 0.93365 0.305 -0.182 -0.046
H 4.03897 3.35756 -1.14190 -0.360 0.305 0.027
H -1.65641 2.40655 -1.10572 0.012 0.292 -0.108
```
Forces are in eV/Å.


# 3
This record from the Open Molecules 2025 dataset describes a structure of composition C20H43N2P3PrS2 in a non-equilibrium geometry. The level of theory is ωB97M-V with the def2-TZVPD basis set.

Properties
- total charge = +3
- multiplicity = 3
- expectation value of S² = 2.032
- relative energy (zero: lowest compared OMol25 entry of this formula, charge and spin) (kJ/mol) = 0.0

```
71
Properties=species:S:1:pos:R:3:forces:R:3
Pr 0.20129 -1.39375 1.29932 -0.616 1.067 4.339
S 2.82628 -0.27032 -2.80692 1.757 -0.475 1.693
S -0.63651 -3.45669 3.00347 0.357 0.446 0.155
P -2.29154 -1.48811 -0.23677 -1.377 -0.125 -0.999
P -0.55560 1.45636 1.56523 -0.488 1.381 0.132
P 3.59694 0.93844 -1.42477 0.834 -0.482 -0.940
N -0.85414 -1.90266 5.23712 0.387 -0.624 -1.177
N 0.98665 -1.49968 4.08103 -0.146 -0.509 -0.864
C -0.84079 2.60115 0.16408 0.090 -0.219 -0.299
C 0.24110 0.28198 -4.09434 1.005 -0.090 0.621
C 1.14102 -0.68429 5.31102 0.630 0.101 -0.123
C 3.11925 2.67040 -1.59802 -0.093 0.248 0.130
C -2.99971 -0.15416 -1.28171 0.361 0.345 0.191
C -0.20545 -0.83131 5.99608 -0.541 0.181 0.686
C -0.16301 -2.29629 4.16205 -0.295 0.733 1.412
C -1.32955 1.63810 -5.35585 0.350 -0.125 0.175
C 0.52655 2.47759 2.64558 0.288 -0.315 0.090
C -0.55324 -0.84558 -4.32855 -0.441 0.314 0.089
C -2.13682 0.51539 -5.57087 0.006 0.026 0.336
C -2.53530 -2.91754 -1.36440 0.575 -0.314 0.133
C 0.44948 -1.52492 -1.03602 2.355 -1.666 -3.746
C -1.76899 -0.72117 -5.02647 0.327 0.032 0.103
C 5.40543 0.81804 -1.49999 -0.038 0.114 0.196
C 1.26888 -2.51435 -0.46120 -0.823 -0.309 -2.364
C 3.19920 0.50795 0.29342 -0.218 -0.158 0.660
C -2.13750 1.58572 2.48472 -0.040 -0.396 0.064
C -0.13940 1.51822 -4.61482 -0.509 -0.052 -0.107
C -3.61380 -1.80024 0.99121 0.197 0.057 0.450
H -1.28694 3.53846 0.52644 0.140 -0.270 -0.033
H -1.51259 2.14225 -0.57338 0.186 0.188 0.166
H -1.61581 2.60937 -5.76355 0.065 -0.327 0.081
H 0.48824 2.39448 -4.44340 -0.169 -0.177 -0.136
H 4.01353 0.83282 0.95723 -0.235 -0.031 -0.142
H -0.23437 -1.83169 -3.97397 -0.045 0.183 -0.184
H 0.11133 2.82861 -0.33591 -0.249 -0.044 0.102
H -3.06554 0.61536 -6.13923 0.360 -0.079 0.187
H 3.10472 -0.58478 0.38700 0.085 0.228 -0.053
H -2.41053 -1.59665 -5.15076 0.219 0.263 -0.161
H -3.56358 -3.28616 -1.25356 0.312 0.122 -0.075
H -2.98527 1.31702 1.84087 0.181 0.118 0.182
H 5.86881 1.50315 -0.77804 -0.041 -0.090 -0.198
H -2.25897 2.61310 2.85370 -0.043 -0.267 -0.154
H -3.28356 0.70803 -0.66470 0.006 -0.190 -0.171
H -4.00032 -0.85119 1.38312 0.031 -0.262 -0.032
H -1.76393 -2.29461 5.47222 0.287 0.074 -0.065
H 0.85801 -3.54049 -0.42655 0.265 0.351 -0.537
H -0.03777 3.34720 3.01395 0.210 -0.240 -0.173
H -4.41688 -2.35686 0.49107 0.116 0.230 0.241
H -1.83664 -3.72182 -1.10007 -0.268 -0.028 -0.187
H 0.86833 1.88372 3.50724 -0.069 0.299 -0.205
H -3.88989 -0.53340 -1.80336 0.225 0.007 0.231
H 5.70519 -0.21315 -1.26928 -0.101 0.261 -0.106
H -2.12420 0.90011 3.34375 -0.111 0.194 -0.115
H -0.10869 -1.12865 7.04501 -0.050 0.146 -0.184
H 2.27394 2.75616 -2.29217 0.246 -0.011 0.155
H 2.28087 1.02870 0.61087 0.125 -0.172 -0.087
H 3.97257 3.24317 -1.98483 -0.291 -0.083 0.063
H 1.83855 -1.94599 3.73332 -0.356 -0.191 0.430
H -0.16942 -1.79673 -1.88925 -0.783 0.048 0.520
H -3.21311 -2.40045 1.82201 -0.333 0.109 -0.202
H 5.73162 1.06390 -2.51828 -0.077 -0.048 0.245
H 2.83255 3.06873 -0.61354 0.156 0.057 -0.313
H 2.36634 -2.47874 -0.54601 -0.192 0.541 0.966
H 1.95529 -1.09010 5.92260 -0.151 0.118 -0.183
H -2.36633 -2.62807 -2.40939 0.035 0.003 0.253
H -2.26973 0.16835 -2.03623 -0.128 -0.090 0.049
H 1.25829 0.19328 -3.48180 -3.464 0.567 -1.934
H 1.40937 2.82095 2.08722 -0.240 -0.062 0.216
H 1.37219 0.34939 5.03837 -0.011 -0.234 0.209
H -0.79977 0.09079 5.94487 0.061 -0.288 0.022
H 0.70341 -0.44580 -1.06725 0.200 -0.108 0.277
```
Forces are in eV/Å.